No. 1
Formula: C24H20B2IO13
Source: the Open Molecules 2025 dataset
Level of theory: ωB97M-V/def2-TZVPD

Results
Kohn-Sham gap = 6.8 eV
E_LUMO = 1.05 eV

Geometry as ORCA input:
```
! RIJCOSX wB97M-V def2-TZVPD def2/J DEFGRID3
* xyz -1 1
C 3.200 -2.624 3.344
C 2.083 -1.792 4.011
C 0.668 -2.051 3.433
C 0.565 -3.569 3.136
C 0.402 -1.288 2.131
C -0.619 -1.716 1.286
C -0.923 -1.116 0.068
I -2.450 -1.860 -1.145
C -0.157 -0.013 -0.324
C 0.854 0.426 0.534
C 1.147 -0.172 1.747
C 1.667 1.599 0.065
O 1.993 2.508 0.786
C 2.009 1.556 -1.403
C 3.277 1.908 -1.904
C 4.407 2.373 -1.003
C 4.794 1.389 0.097
O 6.051 1.815 0.664
C 3.448 1.786 -3.277
C 2.451 1.333 -4.147
B 2.715 1.170 -5.692
O 4.020 0.868 -6.089
O 1.719 1.280 -6.642
C 1.199 1.002 -3.631
C 1.005 1.117 -2.262
C -0.310 0.732 -1.626
O -1.362 1.033 -2.110
H 3.230 -3.658 3.684
H 3.100 -2.576 2.256
H 4.164 -2.169 3.593
H 2.382 -0.748 3.919
H 2.080 -2.038 5.078
H -0.071 -1.791 4.197
H 1.083 -3.825 2.209
H 1.023 -4.166 3.929
H -0.474 -3.882 3.018
H -1.194 -2.588 1.574
H 1.950 0.226 2.352
H 4.163 3.341 -0.560
H 5.278 2.519 -1.649
H 4.085 1.366 0.925
H 4.938 0.365 -0.257
H 5.837 2.345 1.436
H 4.407 2.037 -3.726
H 4.283 0.123 -5.533
H 1.611 0.396 -7.016
H 0.377 0.632 -4.235
B -7.395 0.498 0.363
O -6.493 -0.604 0.784
C -5.333 -0.451 0.177
O -4.383 -1.187 0.306
C -5.403 0.792 -0.704
O -4.522 1.214 -1.393
O -6.613 1.325 -0.578
O -8.616 -0.030 -0.277
C -9.669 0.391 0.414
O -10.812 0.140 0.160
C -9.171 1.243 1.578
O -9.852 1.780 2.403
O -7.844 1.289 1.525
*
```

=====

No. 2
Formula: C24H20BrCl2IrNOS
Source: the Open Molecules 2025 dataset
Level of theory: ωB97M-V/def2-TZVPD

Results
Kohn-Sham gap = 7.3 eV
E_LUMO = -3.24 eV
energy above the lowest of the compared OMol25 structures with the same formula, charge and spin = 0.000 eV

Geometry as ORCA input:
```
! RIJCOSX wB97M-V def2-TZVPD def2/J DEFGRID3
* xyz 1 1
Ir 0.499 -0.535 -0.091
Br -1.359 1.457 -0.967
C -0.675 1.175 -2.735
C -1.029 2.112 -3.656
C -0.656 1.921 -5.000
C -0.006 0.780 -5.357
C 0.350 -0.204 -4.400
C 0.965 -1.403 -4.827
C 1.304 -2.353 -3.916
C 1.108 -2.115 -2.540
C 0.530 -0.970 -2.051
C 0.080 0.003 -3.017
H -1.612 2.976 -3.368
H -0.918 2.668 -5.736
H 0.247 0.596 -6.393
H 1.144 -1.550 -5.884
H 1.768 -3.278 -4.232
H 1.491 -2.866 -1.866
O -0.266 0.191 2.142
C -0.987 -0.750 2.962
C -2.394 -1.023 2.450
C -2.461 -1.347 0.949
C -1.617 -2.544 0.629
C -2.178 -3.803 0.789
C -1.409 -4.942 0.670
C -0.057 -4.782 0.424
C 0.448 -3.513 0.261
N -0.302 -2.393 0.325
H -0.709 1.047 2.162
H -1.019 -0.381 3.988
H -0.377 -1.652 2.954
H -3.045 -0.170 2.655
H -2.794 -1.865 3.022
H -2.143 -0.494 0.366
H -3.495 -1.545 0.666
H -3.232 -3.866 1.021
H -1.847 -5.924 0.785
H 0.615 -5.625 0.354
H 1.503 -3.378 0.093
Cl 1.653 1.693 0.021
C 3.022 1.266 1.044
C 3.636 2.272 1.760
C 4.733 1.933 2.536
C 5.183 0.622 2.571
C 4.534 -0.359 1.841
Cl 5.133 -1.979 1.892
C 3.414 -0.063 1.058
S 2.626 -1.294 0.088
H 3.272 3.288 1.707
H 5.240 2.692 3.115
H 6.043 0.349 3.167
*
```

=====

No. 3
Formula: C24H20ClInNPS
Source: the Open Molecules 2025 dataset
Level of theory: ωB97M-V/def2-TZVPD

Results
Kohn-Sham gap = 5.7 eV
E_LUMO = -0.73 eV
energy above the lowest of the compared OMol25 structures with the same formula, charge and spin = 10.874 eV

Geometry as ORCA input:
```
! RIJCOSX wB97M-V def2-TZVPD def2/J DEFGRID3
* xyz 0 1
C 0.007 -0.413 2.117
C 0.770 0.762 1.846
C -0.109 1.744 1.263
H 1.823 0.882 2.010
C -1.421 1.187 1.224
C -1.355 -0.010 1.765
H -2.206 -0.847 1.735
H 0.368 -1.343 2.495
H 0.173 2.723 0.927
H -2.276 1.649 0.764
In 0.036 0.017 -0.048
Cl -1.111 0.352 -1.961
P 2.389 2.076 -2.155
C 2.196 3.899 -2.300
C 3.233 4.812 -2.116
H 4.224 4.457 -1.869
C 3.003 6.175 -2.250
H 3.817 6.873 -2.102
C 1.738 6.643 -2.577
H 1.561 7.706 -2.683
C 0.698 5.741 -2.763
H -0.293 6.098 -3.012
C 0.922 4.381 -2.615
H 0.105 3.682 -2.747
C 4.082 1.942 -1.450
C 4.203 2.038 -0.061
H 3.314 2.172 0.544
C 5.447 1.966 0.547
H 5.525 2.047 1.624
C 6.588 1.774 -0.222
H 7.559 1.708 0.253
C 6.477 1.663 -1.601
H 7.362 1.512 -2.206
C 5.233 1.751 -2.213
H 5.157 1.671 -3.288
C 2.682 1.598 -3.906
C 2.921 2.507 -4.935
H 2.941 3.567 -4.720
C 3.137 2.061 -6.232
H 3.319 2.779 -7.022
C 3.125 0.703 -6.517
H 3.294 0.357 -7.529
C 2.887 -0.211 -5.498
H 2.870 -1.272 -5.714
C 2.657 0.232 -4.205
H 2.457 -0.483 -3.416
S -1.294 -1.350 0.864
C -2.484 -2.260 1.845
N -3.278 -2.974 2.437
*
```

=====

No. 4
Formula: C24H20F6IO3P2STi
Source: the Open Molecules 2025 dataset
Level of theory: ωB97M-V/def2-TZVPD

Results
Kohn-Sham gap (spin up / spin down) = 5.4 / 5.7 eV
E_LUMO (spin up / spin down) = -1.02 / -0.70 eV
energy above the lowest of the compared OMol25 structures with the same formula, charge and spin = 3.941 eV

Geometry as ORCA input:
```
! RIJCOSX wB97M-V def2-TZVPD def2/J DEFGRID3
* xyz 0 2
Ti -0.860 1.009 2.518
C -2.330 3.851 0.264
C -1.749 2.921 -0.604
C -1.857 1.575 -0.342
C -2.477 1.108 0.836
C -3.044 2.061 1.726
C -2.981 3.417 1.404
H -2.297 4.904 0.027
H -1.258 3.253 -1.508
H -1.482 0.849 -1.057
H -2.811 0.069 0.861
H -3.711 1.739 2.526
H -3.478 4.139 2.038
O 0.798 -0.112 3.235
S 1.389 -0.050 1.899
O 2.279 1.030 1.627
O 0.108 0.059 1.039
C 2.118 -1.561 1.359
C 2.937 -2.358 2.130
C 3.534 -3.477 1.571
C 3.312 -3.788 0.217
C 2.484 -3.012 -0.553
C 1.878 -1.865 -0.004
P 0.618 -0.987 -0.909
C -0.816 -2.049 -1.108
C -1.277 -2.508 -2.345
C -2.387 -3.331 -2.387
C -3.039 -3.711 -1.223
C -2.563 -3.281 0.009
C -1.456 -2.463 0.068
C 1.250 -0.133 -2.337
C 0.399 0.351 -3.339
C 0.903 1.167 -4.330
C 2.241 1.538 -4.321
C 3.084 1.081 -3.315
C 2.596 0.255 -2.324
H 3.104 -2.096 3.163
H 4.174 -4.107 2.166
H 3.789 -4.654 -0.214
H 2.291 -3.259 -1.588
H -0.764 -2.227 -3.253
H -2.756 -3.677 -3.340
H -3.917 -4.337 -1.269
H -3.060 -3.573 0.920
H -1.080 -2.112 1.021
H -0.650 0.093 -3.331
H 0.250 1.532 -5.110
H 2.624 2.193 -5.088
H 4.123 1.377 -3.303
H 3.236 -0.084 -1.521
I -2.331 -0.794 3.823
F -0.001 2.715 1.887
P 0.195 3.509 3.396
F 0.259 4.149 4.834
F 1.372 4.352 2.784
F -0.938 4.525 2.916
F -1.123 2.486 3.921
F 1.148 2.298 3.835
*
```

=====

No. 5
Formula: C24H20F6IO3P2STi
Source: the Open Molecules 2025 dataset
Level of theory: ωB97M-V/def2-TZVPD

Results
Kohn-Sham gap (spin up / spin down) = 8.5 / 6.3 eV
E_LUMO (spin up / spin down) = -0.52 / -2.77 eV
energy above the lowest of the compared OMol25 structures with the same formula, charge and spin = 1.155 eV

Geometry as ORCA input:
```
! RIJCOSX wB97M-V def2-TZVPD def2/J DEFGRID3
* xyz 0 2
Ti 1.253 -1.055 0.701
C 2.164 -3.832 4.300
C 1.398 -2.739 4.679
C 0.140 -2.547 4.125
C -0.351 -3.451 3.191
C 0.419 -4.541 2.807
C 1.676 -4.731 3.362
H 3.148 -3.977 4.727
H 1.784 -2.032 5.404
H -0.455 -1.689 4.411
H -1.328 -3.298 2.753
H 0.037 -5.235 2.068
H 2.280 -5.576 3.058
O -0.905 -1.470 0.796
S -0.907 -2.367 -0.395
O -1.540 -3.633 -0.255
O 0.562 -2.414 -0.722
C -1.679 -1.494 -1.715
C -2.582 -2.192 -2.504
C -3.187 -1.547 -3.569
C -2.884 -0.219 -3.833
C -1.981 0.466 -3.035
C -1.362 -0.158 -1.955
P -0.180 0.754 -0.887
C 0.637 1.824 -2.110
C 1.644 1.234 -2.876
C 2.291 1.967 -3.857
C 1.952 3.298 -4.066
C 0.969 3.894 -3.292
C 0.308 3.159 -2.315
C -1.256 1.850 0.084
C -0.618 2.698 0.992
C -1.362 3.539 1.802
C -2.749 3.526 1.730
C -3.387 2.669 0.847
C -2.645 1.833 0.023
H -2.799 -3.226 -2.275
H -3.892 -2.081 -4.192
H -3.353 0.288 -4.666
H -1.747 1.500 -3.253
H 1.926 0.203 -2.697
H 3.066 1.503 -4.452
H 2.462 3.873 -4.828
H 0.711 4.934 -3.445
H -0.462 3.628 -1.716
H 0.463 2.693 1.069
H -0.858 4.196 2.500
H -3.331 4.177 2.369
H -4.468 2.646 0.798
H -3.155 1.168 -0.660
I 3.511 -3.875 -1.401
F 2.339 -2.110 1.579
P 3.785 1.464 2.230
F 3.091 2.021 3.533
F 2.927 2.282 1.182
F 0.944 0.150 1.952
F 5.033 2.433 2.248
F 2.502 -0.383 -0.349
*
```

=====

No. 6
Formula: C24H20FN3O2
Source: the Open Molecules 2025 dataset
Level of theory: ωB97M-V/def2-TZVPD

Results
Kohn-Sham gap = 8.2 eV
E_LUMO = -0.74 eV
energy above the lowest of the compared OMol25 structures with the same formula, charge and spin = 1.890 eV
SMILES string = C=CCn1c(=O)c2cnccc2c2ccc(C(=O)N[C@H](C)c3ccc(F)cc3)cc21

Geometry as ORCA input:
```
! RIJCOSX wB97M-V def2-TZVPD def2/J DEFGRID3
* xyz 0 1
C 3.627 5.006 1.113
C 2.586 4.058 0.865
C 1.613 3.706 1.908
N 1.712 2.403 2.442
C 2.586 2.226 3.496
O 3.293 3.138 3.942
C 2.593 0.917 4.213
C 3.419 0.522 5.261
N 3.392 -0.664 5.881
C 2.570 -1.623 5.461
C 1.753 -1.385 4.441
C 1.728 -0.130 3.785
C 0.949 0.104 2.563
C 0.240 -1.018 2.023
C -0.402 -0.833 0.847
C -0.260 0.309 0.013
C -0.789 0.397 -1.370
O -0.948 1.492 -1.874
N -1.191 -0.737 -2.082
C -2.299 -0.687 -2.924
C -3.696 -0.594 -2.240
C -2.289 -1.883 -3.856
C -2.050 -1.713 -5.254
C -2.286 -2.715 -6.158
C -2.718 -3.950 -5.669
F -2.788 -5.043 -6.454
C -2.898 -4.143 -4.302
C -2.790 -3.043 -3.407
C 0.292 1.381 0.705
C 0.866 1.329 1.940
H 4.381 5.291 0.390
H 3.588 5.440 2.164
H 2.503 3.453 -0.067
H 0.619 3.666 1.588
H 1.598 4.443 2.699
H 4.142 1.270 5.635
H 2.540 -2.613 5.979
H 1.070 -2.154 4.164
H 0.275 -2.005 2.288
H -1.007 -1.618 0.433
H -1.113 -1.616 -1.615
H -2.204 0.279 -3.543
H -4.036 0.505 -2.099
H -4.451 -1.042 -2.819
H -3.660 -1.109 -1.280
H -1.669 -0.758 -5.735
H -2.131 -2.367 -7.181
H -3.347 -5.123 -4.009
H -3.214 -3.094 -2.410
H 0.299 2.329 0.110
*
```

=====

No. 7
Formula: C24H20MnN4O7S
Source: the Open Molecules 2025 dataset
Level of theory: ωB97M-V/def2-TZVPD

Results
Kohn-Sham gap (spin up / spin down) = 7.0 / 7.5 eV
E_LUMO (spin up / spin down) = -7.81 / -7.38 eV

Geometry as ORCA input:
```
! RIJCOSX wB97M-V def2-TZVPD def2/J DEFGRID3
* xyz 2 4
Mn 0.408 -1.233 0.198
O -3.988 -4.578 2.222
C -3.039 -3.825 1.695
C -2.527 -4.027 0.399
C -1.543 -3.178 -0.034
N -1.116 -2.195 0.753
C -1.551 -1.996 1.999
C -2.532 -2.795 2.515
C -0.790 -0.870 2.664
O -1.009 -0.458 3.756
O 0.166 -0.402 1.839
C -0.766 -3.200 -1.332
O -0.979 -3.942 -2.234
O 0.202 -2.263 -1.307
H -4.293 -5.273 1.622
H -2.873 -4.823 -0.248
H -2.901 -2.650 3.521
C 4.132 -3.213 2.184
N 3.902 -2.117 1.222
C 4.929 -1.340 0.754
C 4.733 -0.341 -0.132
C 3.403 -0.084 -0.581
N 2.410 -0.819 -0.061
C 2.665 -1.836 0.783
O 1.623 -2.483 1.113
N 3.123 0.843 -1.478
H 5.072 -3.696 1.936
H 3.320 -3.927 2.093
H 4.163 -2.812 3.194
H 5.910 -1.591 1.134
H 5.566 0.239 -0.498
H 3.857 1.399 -1.887
H 2.185 0.966 -1.835
O -0.365 0.239 -0.631
S -0.264 1.705 -0.071
C -1.949 2.146 0.220
C -2.975 1.604 -0.543
C -4.270 2.016 -0.278
C -4.517 2.953 0.720
C -3.476 3.480 1.472
C -2.173 3.070 1.232
C 0.176 2.591 -1.538
C -0.192 2.136 -2.800
C 0.186 2.885 -3.903
C 0.899 4.068 -3.735
C 1.253 4.508 -2.467
C 0.901 3.761 -1.352
H -2.769 0.881 -1.321
H -5.091 1.612 -0.856
H -5.532 3.271 0.916
H -3.677 4.199 2.254
H -1.356 3.454 1.830
H -0.755 1.220 -2.918
H -0.087 2.553 -4.896
H 1.180 4.651 -4.602
H 1.806 5.430 -2.344
H 1.182 4.088 -0.357
*
```

=====

No. 8
Formula: C24H20N2O4PbS
Source: the Open Molecules 2025 dataset
Level of theory: ωB97M-V/def2-TZVPD

Results
Kohn-Sham gap = 6.0 eV
E_LUMO = -0.89 eV

Geometry as ORCA input:
```
! RIJCOSX wB97M-V def2-TZVPD def2/J DEFGRID3
* xyz 0 1
Pb -0.178 -0.107 -0.387
C -2.862 -0.725 0.547
C -2.050 -1.781 1.010
C -1.423 -1.291 2.166
C -1.812 0.017 2.448
C -2.713 0.370 1.436
H -3.572 -0.805 -0.264
H -1.985 -2.785 0.615
H -0.660 -2.962 2.841
H -1.457 0.627 3.265
H -3.249 1.307 1.382
C 4.180 0.591 -2.184
C 3.073 0.245 -1.404
N 1.854 0.669 -1.666
C 1.652 1.479 -2.727
C 2.704 1.874 -3.571
C 3.992 1.402 -3.272
C 2.440 2.742 -4.681
C 1.201 3.217 -4.910
C 0.107 2.856 -4.055
C -1.190 3.360 -4.247
C -2.197 2.978 -3.399
C -1.903 2.078 -2.372
N -0.697 1.585 -2.171
C 0.316 1.972 -2.982
H 5.161 0.220 -1.922
H 3.180 -0.396 -0.534
H 4.826 1.688 -3.901
H 3.267 3.007 -5.329
H 1.000 3.876 -5.745
H -1.381 4.045 -5.064
H -3.203 3.356 -3.513
H -2.673 1.736 -1.688
C -0.155 -1.620 -2.252
C -1.348 -2.482 -2.325
C -2.534 -2.031 -2.917
C -3.670 -2.824 -2.954
C -3.655 -4.097 -2.397
C -2.487 -4.563 -1.809
C -1.351 -3.769 -1.772
H -0.074 -0.959 -3.118
H 0.761 -2.202 -2.136
H -2.557 -1.036 -3.352
H -4.575 -2.454 -3.422
H -4.542 -4.716 -2.428
H -2.462 -5.557 -1.379
H -0.445 -4.129 -1.297
O 1.147 -2.368 0.939
S 1.366 -1.954 2.299
O -0.437 -2.020 2.924
O 1.644 -0.571 2.517
O 1.868 -2.924 3.217
*
```

=====

no.,DFT total energy (eV)
1,-61293.337
2,-137506.575
3,-64509.045
4,-108295.083
5,-108297.869
6,-36493.648
7,-87648.921
8,-52464.433